{
  "formula": "C22H27BN4O9P",
  "method": "ωB97M-V with the def2-TZVPD basis set",
  "de_lowest_kcal_mol": 0.00,
  "e_lumo_ev": -4.55,
  "e_tot_ev": -57598.30962,
  "total_charge": 1,
  "gap_ha": 0.2750,
  "e_homo_ev": -12.03,
  "species": ["C", "P", "O", "N", "C", "N", "C", "N", "N", "C", "B", "O", "O", "H", "H", "H", "H", "H", "H", "H", "H", "H", "H", "H", "H", "H", "H", "H", "C", "C", "C", "O", "C", "C", "C", "O", "H", "H", "H", "H", "C", "C", "C", "O", "C", "C", "C", "O", "H", "H", "H", "H", "C", "C", "C", "O", "C", "C", "C", "O", "H", "H", "H", "H"],
  "positions_angstrom": [[3.64725, -1.58999, 1.36979], [2.18143, -1.08543, 0.41609], [2.19051, -2.19818, -0.78360], [0.89796, -1.49473, 1.57426], [0.35044, -2.87844, 1.44150], [-0.08322, -3.45681, 2.69777], [-0.04003, -0.50163, 1.71039], [-0.33504, 0.34689, 0.79145], [-0.67320, -0.28465, 2.90958], [-1.99754, -0.91787, 3.13227], [-2.92487, -1.06751, 1.83895], [-3.12774, -2.24848, 1.14556], [-3.60557, 0.05674, 1.41609], [3.51736, -2.62491, 1.67463], [4.55327, -1.42016, 0.81326], [3.59986, -0.98984, 2.26642], [1.56859, -1.96936, -1.48585], [-0.40028, -2.97103, 0.66994], [1.18800, -3.46900, 1.09406], [-1.00536, -3.83566, 2.52323], [0.55976, -4.17791, 2.98719], [0.02788, 0.30722, -0.14900], [-1.03116, 1.04944, 0.99815], [-0.03548, -0.51742, 3.65948], [-1.93780, -1.86654, 3.64418], [-2.54563, -0.26882, 3.80573], [-2.68318, -2.20707, 0.28753], [-3.29040, 0.26296, 0.51488], [4.42532, -5.29826, 2.49662], [3.21695, -5.31120, 3.05196], [2.33030, -6.49556, 2.94535], [1.22573, -6.50055, 3.45183], [2.84096, -7.66814, 2.19751], [4.04950, -7.65868, 1.63953], [4.93790, -6.47416, 1.74492], [6.03658, -6.45982, 1.24093], [5.08885, -4.44493, 2.56401], [2.82595, -4.46619, 3.60884], [2.17865, -8.52176, 2.13297], [4.44031, -8.50412, 1.08841], [-2.82063, 2.45758, -1.59903], [-3.00065, 3.41981, -2.49835], [-2.80147, 3.16178, -3.94754], [-2.95982, 4.03339, -4.76853], [-2.39802, 1.78940, -4.35052], [-2.21872, 0.83189, -3.44511], [-2.41630, 1.09881, -2.00589], [-2.24728, 0.21272, -1.17259], [-2.96022, 2.62610, -0.53773], [-3.29424, 4.42286, -2.22116], [-2.25982, 1.61919, -5.41044], [-1.92423, -0.17425, -3.71569], [-1.29591, 8.00797, -4.32505], [-1.14662, 6.77228, -3.85528], [-0.74433, 6.52985, -2.44995], [-0.60455, 5.40082, -2.01408], [-0.51459, 7.71181, -1.58605], [-0.66316, 8.94798, -2.05379], [-1.06696, 9.19410, -3.46168], [-1.20432, 10.31737, -3.88761], [-1.58875, 8.20772, -5.34775], [-1.31096, 5.89730, -4.46950], [-0.22152, 7.51064, -0.56347], [-0.49978, 9.82445, -1.44005]]
}

***

{
  "formula": "C22H27BiFO6SSbSe4",
  "method": "ωB97M-V with the def2-TZVPD basis set",
  "de_lowest_kcal_mol": 29.66,
  "e_lumo_ev": [3.59, 3.59],
  "e_tot_ev": -322852.28698,
  "total_charge": -2,
  "gap_ha": [0.1772, 0.1773],
  "e_homo_ev": [-1.23, -1.23],
  "species": ["Bi", "C", "O", "C", "C", "O", "C", "C", "O", "C", "H", "H", "H", "H", "H", "H", "H", "H", "H", "H", "H", "H", "H", "H", "C", "C", "C", "C", "C", "C", "C", "C", "C", "C", "C", "C", "C", "C", "C", "H", "H", "H", "H", "H", "H", "H", "H", "H", "H", "C", "S", "O", "O", "O", "H", "H", "H", "F", "Se", "Sb", "Se", "Se", "Se"],
  "positions_angstrom": [[-0.16245, -0.23534, -0.37476], [-1.14924, -0.43104, 2.92559], [-0.67596, 0.59893, 2.05448], [0.30536, 1.39121, 2.71348], [0.49032, 2.68808, 1.96013], [1.00925, 2.50962, 0.64462], [2.36427, 2.89830, 0.51413], [3.36382, 1.97340, 1.20265], [3.19713, 0.62478, 0.85197], [4.09009, 0.17942, -0.15749], [-1.61503, 0.02922, 3.80199], [-1.89349, -0.99665, 2.37302], [-0.33103, -1.08710, 3.22858], [-0.08654, 1.62502, 3.71121], [1.25067, 0.84238, 2.81306], [-0.49755, 3.14739, 1.86992], [1.14465, 3.36085, 2.52853], [2.55253, 2.92600, -0.56086], [2.49763, 3.90827, 0.92967], [4.38075, 2.30094, 0.94950], [3.24329, 2.04591, 2.28832], [4.00008, 0.77078, -1.06760], [5.12375, 0.22092, 0.20935], [3.82346, -0.85242, -0.37954], [0.64462, -2.23829, 0.07652], [0.58941, -2.73471, 1.23485], [0.62039, -3.48065, 2.39170], [1.84740, -3.59044, 3.17227], [2.87216, -2.63922, 3.03886], [4.06556, -2.74894, 3.72832], [4.29393, -3.81230, 4.59660], [3.29525, -4.76659, 4.74426], [2.09944, -4.66156, 4.05200], [-0.61998, -4.17223, 2.76498], [-0.96564, -4.43461, 4.09986], [-2.15177, -5.07390, 4.42786], [-3.04254, -5.46425, 3.43769], [-2.73276, -5.18239, 2.11148], [-1.54772, -4.54974, 1.78121], [2.71143, -1.80074, 2.38364], [4.82899, -1.98919, 3.59297], [5.22634, -3.89558, 5.14232], [3.45412, -5.61177, 5.40595], [1.35302, -5.43621, 4.16812], [-0.30392, -4.10768, 4.89219], [-2.38655, -5.26105, 5.47010], [-3.96877, -5.96466, 3.69281], [-3.42316, -5.46281, 1.32467], [-1.32040, -4.32859, 0.74569], [-0.18414, 0.86083, -4.65230], [0.75386, -0.00300, -3.41930], [1.27746, 0.98774, -2.47227], [1.78518, -0.71204, -4.14031], [-0.20674, -0.89111, -2.70626], [0.49400, 1.56530, -5.12822], [-1.02545, 1.37337, -4.19242], [-0.52212, 0.10732, -5.36002], [-2.09384, -0.84088, 0.11146], [-3.24845, 3.73045, -1.66613], [-3.57450, 1.91101, 0.08892], [-5.54410, 0.64088, -0.45245], [-3.34265, 2.77292, 2.33730], [-1.44742, 1.81998, -1.31672]]
}

***

{
  "formula": "C22H27ClN3O2",
  "method": "ωB97M-V with the def2-TZVPD basis set",
  "smiles": "O=C(C[NH2+]Cc1ccc(Cl)cc1)Nc1ccc(C(=O)N2CCCCCC2)cc1",
  "e_lumo_ev": -2.73,
  "e_tot_ev": -44335.04791,
  "total_charge": 1,
  "gap_ha": 0.3038,
  "e_homo_ev": -11.00,
  "species": ["O", "C", "N", "C", "C", "C", "C", "C", "C", "H", "H", "C", "O", "N", "C", "H", "H", "C", "H", "C", "H", "H", "C", "C", "C", "H", "H", "H", "H", "H", "H", "H", "H", "H", "H", "C", "N", "H", "C", "C", "C", "C", "C", "C", "C", "H", "H", "Cl", "H", "H", "H", "H", "H", "H", "H"],
  "positions_angstrom": [[1.13399, -2.20621, -0.54247], [1.28616, -0.98774, -0.54614], [0.37654, -0.04408, -0.37521], [-1.00614, -0.18812, -0.09592], [-1.62172, -1.42578, 0.04071], [-2.96677, -1.48206, 0.35633], [-3.71043, -0.31939, 0.52406], [-3.08563, 0.91453, 0.37766], [-1.74172, 0.98138, 0.06648], [-1.26033, 1.94349, -0.03912], [-3.64598, 1.82517, 0.52044], [-5.12357, -0.41346, 1.04120], [-5.29981, -0.54231, 2.23875], [-6.11449, -0.36938, 0.13514], [-5.89629, -0.13406, -1.27048], [-6.58955, -0.76790, -1.82817], [-4.88380, -0.45821, -1.52239], [-6.08416, 1.35414, -1.65887], [-6.74030, 1.42686, -2.52633], [-6.65659, 2.20304, -0.52245], [-6.57509, 3.25562, -0.80110], [-6.05266, 2.06000, 0.37511], [-8.12192, 1.89738, -0.20090], [-8.45926, 0.40625, -0.19780], [-7.48899, -0.44741, 0.61029], [-7.47978, -0.13464, 1.65766], [-7.81537, -1.49425, 0.57436], [-8.50978, 0.04104, -1.22415], [-9.45190, 0.27194, 0.23550], [-8.76449, 2.38726, -0.93534], [-8.35520, 2.32513, 0.77567], [-5.11609, 1.77110, -1.94418], [-3.44367, -2.44144, 0.48418], [-1.05916, -2.33534, -0.08361], [0.67992, 0.92199, -0.41718], [2.74716, -0.50653, -0.78606], [3.51919, -1.75637, -0.84335], [4.02369, -1.86466, -1.72430], [4.46054, -1.98230, 0.28922], [5.56693, -0.96368, 0.27065], [5.60811, 0.06527, 1.20433], [6.61329, 1.01353, 1.16412], [7.58767, 0.94154, 0.17662], [7.55971, -0.08506, -0.76064], [6.55379, -1.02964, -0.70905], [6.55195, -1.83653, -1.42829], [8.32625, -0.14336, -1.51598], [8.83756, 2.11958, 0.11806], [6.64759, 1.80377, 1.89614], [4.86439, 0.11672, 1.98643], [3.89242, -1.92662, 1.21905], [4.86400, -2.99211, 0.18786], [2.68288, -2.46596, -0.78966], [2.81224, 0.05337, -1.71966], [3.09356, 0.12730, 0.03140]]
}

***

{
  "formula": "C22H27ClN4O4",
  "method": "ωB97M-V with the def2-TZVPD basis set",
  "smiles": "COc1ccc(NC(=O)CN2CCN(CC(=O)Nc3ccccc3Cl)CC2)c(OC)c1",
  "e_lumo_ev": 0.67,
  "e_tot_ev": -49925.40104,
  "total_charge": 0,
  "gap_ha": 0.3068,
  "e_homo_ev": -7.68,
  "species": ["C", "H", "O", "C", "C", "C", "C", "C", "C", "H", "O", "C", "H", "H", "H", "N", "C", "O", "C", "N", "C", "C", "N", "C", "C", "O", "N", "C", "C", "C", "C", "C", "C", "Cl", "H", "H", "H", "H", "H", "H", "H", "C", "C", "H", "H", "H", "H", "H", "H", "H", "H", "H", "H", "H", "H", "H", "H", "H"],
  "positions_angstrom": [[-5.61357, -0.68654, -1.30655], [-4.97826, -0.60797, -2.19543], [-5.05120, -0.01799, -0.20491], [-3.84126, -0.43679, 0.27003], [-3.33989, 0.26426, 1.36248], [-2.11771, -0.07349, 1.90724], [-1.38455, -1.12119, 1.37577], [-1.88516, -1.83344, 0.27423], [-3.10741, -1.48467, -0.27801], [-3.47904, -2.02587, -1.13144], [-1.09710, -2.86143, -0.16809], [-1.35758, -3.41221, -1.43831], [-0.56158, -4.13510, -1.61022], [-2.32273, -3.92779, -1.46725], [-1.31486, -2.64087, -2.21108], [-0.13798, -1.52838, 1.87615], [0.82022, -0.74607, 2.43501], [0.65673, 0.41164, 2.76144], [2.17282, -1.45889, 2.54928], [2.94526, -1.41242, 1.31574], [3.20930, -0.04975, 0.88436], [4.17598, -0.06692, -0.30676], [3.76184, -0.90892, -1.40940], [2.91747, -0.34214, -2.43850], [1.45241, -0.02794, -2.09375], [0.54124, -0.78662, -2.35464], [1.29898, 1.18552, -1.50007], [0.13542, 1.78996, -1.02290], [-1.13949, 1.40818, -1.42710], [-2.25152, 2.08364, -0.96039], [-2.11426, 3.13289, -0.06932], [-0.85423, 3.51972, 0.35247], [0.25778, 2.85844, -0.12992], [1.83606, 3.37730, 0.37664], [-0.73074, 4.33374, 1.04949], [-2.98432, 3.65269, 0.29924], [-3.23315, 1.79284, -1.29805], [-1.24066, 0.58314, -2.11184], [2.13982, 1.70298, -1.26669], [2.89533, -1.06323, -3.26207], [3.40048, 0.57339, -2.79512], [3.40232, -2.22387, -0.92665], [2.38547, -2.18611, 0.21985], [2.20304, -3.20628, 0.56849], [1.44112, -1.76654, -0.16055], [3.00427, -2.81319, -1.75378], [4.32120, -2.69530, -0.56209], [4.34798, 0.94998, -0.66651], [5.13235, -0.47014, 0.04530], [3.67230, 0.49060, 1.71312], [2.27626, 0.47089, 0.62573], [2.03532, -2.50617, 2.83015], [2.75957, -0.95543, 3.32204], [0.13088, -2.44741, 1.55273], [-1.71566, 0.47980, 2.73860], [-3.92241, 1.07415, 1.76850], [-5.80091, -1.74258, -1.08586], [-6.56256, -0.18858, -1.50015]]
}